The following is a quantum chemistry calculation of one molecule with the formula C5H9NO2 in a non-equilibrium geometry, from the Open Molecules 2025 dataset.

XYZ file:
```
17
C5H9NO2, DFT ωB97M-V with the def2-TZVPD basis set
C -1.38 1.18 -1.50
C -1.23 0.25 -0.56
O -2.29 -0.05 0.35
N -2.06 -0.65 1.62
C 0.00 -0.46 -0.16
O 0.03 -1.64 0.13
C 1.26 0.40 -0.28
C 2.46 -0.30 0.35
H -2.34 1.61 -1.68
H -0.55 1.48 -2.12
H -1.66 -1.58 1.50
H -3.00 -0.78 1.99
H 1.44 0.58 -1.34
H 1.07 1.37 0.19
H 2.61 -1.27 -0.12
H 2.29 -0.45 1.41
H 3.36 0.30 0.20
```

Properties
- orbital gap (eV) = 9.235
- SMILES = C=C(ON)C(=O)CC
- multiplicity = 1
- energy (hartree) = -401.0487
- HOMO level (Ha) = -0.32029

Atom charges from the Mulliken analysis, given in e for atoms 1 to 6:
1 C -0.97
2 C 0.64
3 O -0.23
4 N -0.52
5 C 0.68
6 O -0.61

***

The following is a quantum chemistry calculation of one molecule with the formula C5H9NO2 in a non-equilibrium geometry, from the Open Molecules 2025 dataset.

XYZ file:
```
17
C5H9NO2, DFT ωB97M-V with the def2-TZVPD basis set
C -1.06 -0.83 -0.71
C 0.19 -0.52 0.08
C 0.01 0.69 1.04
C -0.98 0.39 2.13
O -1.31 -0.71 2.49
N 1.37 -0.31 -0.78
C 1.41 0.62 -1.76
O 2.35 0.76 -2.51
H -1.90 -1.07 -0.05
H -1.49 0.04 -1.22
H -0.88 -1.58 -1.47
H 0.48 -1.31 0.73
H 0.97 0.82 1.53
H -0.23 1.62 0.53
H -1.39 1.28 2.65
H 1.94 -1.14 -0.89
H 0.51 1.26 -1.82
```

Properties
- orbital gap (eV) = 10.661
- SMILES = C[C@H](CC=O)NC=O
- multiplicity = 1
- energy (hartree) = -401.1450
- HOMO level (Ha) = -0.36308

Atom charges from the Mulliken analysis, given in e for atoms 1 to 6:
1 C -1.39
2 C 0.05
3 C -0.59
4 C -0.04
5 O -0.47
6 N -0.15

***

The following is a quantum chemistry calculation of one molecule with the formula C5H9NO2 in a non-equilibrium geometry, from the Open Molecules 2025 dataset.

XYZ file:
```
17
C5H9NO2, DFT ωB97M-V with the def2-TZVPD basis set
C 0.13 2.17 -0.16
C -0.56 1.02 -0.29
C 0.02 -0.39 -0.56
C 1.51 -0.54 -0.27
O -0.18 -0.70 -1.93
C -0.81 -1.29 0.40
N -0.71 -0.90 1.73
O -1.71 -2.05 0.05
H -0.39 3.12 -0.18
H 1.21 2.20 -0.14
H -1.65 1.09 -0.36
H 2.10 0.03 -0.99
H 1.78 -0.20 0.74
H 1.81 -1.59 -0.36
H -1.10 -0.49 -2.15
H -1.37 -1.31 2.37
H -0.09 -0.18 2.09
```

Properties
- orbital gap (eV) = 10.531
- SMILES = C=C[C@](C)(O)C(N)=O
- multiplicity = 1
- energy (hartree) = -401.1403
- HOMO level (Ha) = -0.35958

Atom charges from the Mulliken analysis, given in e for atoms 1 to 6:
1 C -0.79
2 C -0.52
3 C 1.41
4 C -1.66
5 O -0.60
6 C 0.37

***

The following is a quantum chemistry calculation of one molecule with the formula C5H9NO2S in a non-equilibrium geometry, from the Open Molecules 2025 dataset.

XYZ file:
```
18
C5H9NO2S, DFT ωB97M-V with the def2-TZVPD basis set
C -0.53 -1.33 1.35
C -0.64 -0.17 0.36
C -2.10 -0.01 -0.02
O -3.02 -0.52 0.57
O -2.20 0.80 -1.07
N 0.17 -0.29 -0.95
C 1.53 0.15 -0.84
C 1.52 1.53 -0.21
S 0.10 1.37 1.08
H -0.79 -1.05 2.46
H 0.40 -1.87 1.58
H -1.26 -2.24 1.15
H -1.42 1.14 -1.51
H 0.06 -1.27 -1.37
H 2.10 0.09 -1.79
H 2.25 -0.49 -0.25
H 2.44 1.71 0.37
H 1.38 2.45 -0.91
```

Properties
- orbital gap (eV) = 9.720
- SMILES = C[C@]1(C(=O)O)NCCS1
- multiplicity = 1
- energy (hartree) = -799.3136
- HOMO level (Ha) = -0.33612

Atom charges from the Mulliken analysis, given in e for atoms 1 to 6:
1 C -1.23
2 C 0.69
3 C 0.45
4 O -0.54
5 O -0.47
6 N -0.48

***

The following is a quantum chemistry calculation of a 2-piece molecular cluster, C5H9NO2S overall in a non-equilibrium geometry, from the Open Molecules 2025 dataset.

XYZ file:
```
18
C5H9NO2S, DFT ωB97M-V with the def2-TZVPD basis set
C -1.61 1.84 0.29
C -0.79 1.45 1.26
C -0.49 -2.72 -1.28
C -0.10 2.20 2.21
C 0.87 -2.57 -1.57
N -1.61 -2.68 -1.15
O 0.84 -0.58 1.47
O -1.62 -0.56 2.49
S -0.58 -0.37 1.16
H -1.97 1.13 -0.37
H -1.75 2.88 0.21
H 0.97 2.01 2.07
H -0.23 3.39 2.17
H -0.32 1.89 3.21
H 1.24 -1.65 -0.97
H 1.46 -3.46 -1.21
H 1.04 -2.65 -2.76
H -2.29 -1.01 1.95
```

Properties
- orbital gap (eV) = 10.452
- multiplicity = 1
- energy (hartree) = -799.2386
- HOMO level (Ha) = -0.35569

Atom charges from the Mulliken analysis, given in e for atoms 1 to 6:
1 C -0.97
2 C 0.72
3 C 0.34
4 C -1.15
5 C -0.64
6 N -0.41

***

The following is a quantum chemistry calculation of a 3-piece molecular cluster, C5H9NO2Se overall in a non-equilibrium geometry, from the Open Molecules 2025 dataset.

XYZ file:
```
18
C5H9NO2Se, DFT ωB97M-V with the def2-TZVPD basis set
C -2.21 -1.32 1.03
C -1.71 -0.31 0.05
Se -2.55 1.18 -0.28
H -3.19 -1.04 1.40
H -1.50 -1.47 1.82
H -2.34 -2.30 0.51
H -0.64 -0.29 -0.15
O -5.55 0.10 -1.21
C -5.70 -0.23 -0.13
O -5.93 -0.66 0.90
C 2.18 0.95 -1.07
C 2.49 1.20 0.25
N 1.56 1.01 1.25
H 1.21 0.86 -1.33
H 2.90 1.29 -1.77
H 3.49 1.35 0.60
H 1.89 1.25 2.13
H 0.62 0.88 1.17
```

Properties
- orbital gap (alpha / beta) (eV) = 7.353 / 7.352
- SMILES = CC=[Se].O=C=O.C=CN
- multiplicity = 1
- energy (hartree) = -2802.5233
- HOMO level (alpha / beta) (Ha) = -0.29594 / -0.29594

Atom charges from the Mulliken analysis, given in e for atoms 1 to 6:
1 C -0.82
2 C -0.38
3 Se -0.07
4 H 0.26
5 H 0.29
6 H 0.27

***

The following is a quantum chemistry calculation of one molecule with the formula C5H9NO2Si in a non-equilibrium geometry, from the Open Molecules 2025 dataset.

XYZ file:
```
18
C5H9NO2Si, DFT ωB97M-V with the def2-TZVPD basis set
C 3.45 1.22 -0.17
C 2.56 0.52 0.52
C 2.09 -0.81 0.00
O 2.76 -1.61 -0.66
N 0.92 -1.15 0.62
O 0.25 -2.46 0.07
Si -0.78 -1.25 0.03
C -1.04 -0.34 -1.62
C -1.95 -0.79 1.43
H 3.58 2.27 -0.08
H 3.88 0.72 -1.04
H 1.86 0.95 1.34
H -1.83 -0.79 -2.36
H -1.26 0.69 -1.57
H -0.08 -0.55 -2.14
H -1.66 -1.22 2.36
H -1.97 0.24 1.42
H -2.90 -1.11 1.23
```

Properties
- orbital gap (eV) = 9.712
- SMILES = C=CC(=O)N1O[Si]1(C)C
- multiplicity = 1
- energy (hartree) = -690.5832
- HOMO level (Ha) = -0.34895

Atom charges from the Mulliken analysis, given in e for atoms 1 to 6:
1 C -0.64
2 C -0.19
3 C 0.55
4 O -0.58
5 N -0.06
6 O -0.38

***

The following is a quantum chemistry calculation of a 2-piece molecular cluster, C5H9NO3 overall in a non-equilibrium geometry, from the Open Molecules 2025 dataset.

XYZ file:
```
18
C5H9NO3, DFT ωB97M-V with the def2-TZVPD basis set
C 1.09 1.37 0.94
C -2.54 -1.55 0.10
C -2.06 -0.29 0.64
C -2.80 1.58 -0.48
C 3.45 -0.84 -0.28
N 1.90 0.42 0.86
O -1.19 -1.34 0.53
O -1.89 0.88 0.10
O 2.65 0.33 -0.29
H 0.93 2.12 0.16
H -3.12 -2.23 0.72
H -2.65 -1.68 -0.97
H 0.51 1.45 1.84
H -3.75 1.15 -0.77
H -2.65 2.65 -0.51
H 2.98 -1.63 -0.86
H 3.60 -1.18 0.74
H 4.41 -0.57 -0.73
```

Properties
- orbital gap (alpha / beta) (eV) = 8.174 / 8.661
- multiplicity = 1
- energy (hartree) = -476.1079
- HOMO level (alpha / beta) (Ha) = -0.29062 / -0.30008

Atom charges from the Mulliken analysis, given in e for atoms 1 to 6:
1 C -0.43
2 C -0.23
3 C 0.09
4 C -0.53
5 C -0.50
6 N -0.31